Entry 1:
Molecular formula: C24H19AlF2I2N3O2
Method: DFT, wB97M-V/def2-TZVPD

Output
HOMO level (spin up / spin down) = -10.171 / -10.171 eV
Net charge = +1
Gap between HOMO and LUMO (spin up / spin down) = 0.20676 / 0.20674 Ha
Energy = -2278.077206 Ha
ΔE to the lowest compared entry with this formula, charge and spin = 537.52 kJ/mol

Last column: Mulliken charge in e.
Atoms and positions in Å:
Al: 0.150 0.553 0.274  -0.10
I: 3.218 -1.846 -2.083  0.31
C: 1.687 -0.731 -2.765  -0.39
C: 0.856 -1.089 -3.882  -0.61
C: -1.388 -0.937 -3.831  -0.53
I: -2.572 -1.368 -5.543  0.22
C: -2.155 -0.380 -2.683  -0.39
C: -3.429 -0.435 -2.252  -0.31
C: -3.772 0.212 -1.022  -1.07
C: -2.812 0.847 -0.293  -0.09
N: -1.511 0.968 -0.681  -0.18
C: -1.160 0.324 -1.889  0.38
C: 1.060 0.306 -1.966  0.48
O: 1.546 0.959 -0.911  -0.63
H: 1.373 -1.502 -4.743  0.63
H: -4.188 -0.954 -2.826  0.45
H: -4.788 0.193 -0.661  0.42
H: -3.053 1.301 0.660  0.43
F: 0.542 -2.961 4.364  -0.33
C: 0.368 -2.750 3.052  0.17
C: 0.365 -1.450 2.577  -0.61
C: 0.189 -1.201 1.221  -0.15
C: 0.012 -2.307 0.355  -0.44
C: 0.022 -3.592 0.884  0.47
F: -0.145 -4.642 0.061  -0.31
C: 0.199 -3.846 2.227  -0.90
C: -0.173 -2.022 -1.084  0.56
C: -0.396 -2.794 -2.174  -1.00
C: -0.414 -2.159 -3.500  0.01
C: -0.187 0.029 -4.068  0.16
C: -0.074 0.922 -2.815  -0.27
N: -0.057 -0.669 -1.350  0.44
H: 0.487 -0.649 3.297  0.54
H: 0.203 -4.854 2.614  0.53
H: -0.463 -3.870 -2.107  0.58
H: -0.453 -2.906 -4.286  0.81
H: -0.170 0.568 -5.009  0.57
H: -0.052 1.997 -2.964  0.55
C: -0.312 3.601 3.387  -0.78
N: 1.058 3.104 3.220  0.14
C: 2.108 3.566 4.134  -0.96
C: 1.290 2.233 2.264  0.61
C: 2.646 1.658 2.021  -1.04
O: 0.309 1.867 1.539  -0.37
H: -0.308 4.404 4.116  0.34
H: -0.966 2.801 3.731  0.28
H: -0.690 3.975 2.438  0.29
H: 1.662 4.246 4.851  0.27
H: 2.888 4.100 3.595  0.36
H: 2.545 2.731 4.680  0.38
H: 3.438 2.145 2.577  0.50
H: 2.853 1.707 0.952  0.30
H: 2.618 0.600 2.297  0.28


Entry 2:
Molecular formula: C10H11N3O
Method: DFT, wB97M-V/def2-TZVPD

Output
HOMO level = -8.673 eV
Gap between HOMO and LUMO = 0.30879 Ha
Energy = -626.895416 Ha
ΔE to the lowest compared entry with this formula, charge and spin = 736.84 kJ/mol

Last column: Mulliken charge in e.
Atoms and positions in Å:
C: 0.087 1.289 -0.226  -0.26
C: 1.615 -1.260 0.255  0.32
C: -0.377 -1.727 -1.759  0.30
C: -1.138 -0.626 0.740  -1.33
C: 0.070 0.395 0.911  2.72
C: 1.558 -0.171 0.956  -0.20
C: -1.320 -0.809 -1.733  0.66
C: -0.188 1.314 2.102  -1.97
C: 2.675 0.786 1.234  -1.32
C: -1.997 -0.268 -2.925  -1.59
N: 0.109 1.762 -1.275  -0.61
N: 1.322 -2.343 -0.232  -0.30
N: 0.366 -2.627 -1.256  -0.42
O: -1.859 -0.427 -0.424  -0.42
H: -0.694 -1.721 0.782  0.41
H: -1.791 -0.595 1.512  0.55
H: -1.208 1.306 2.418  0.49
H: -0.035 2.358 1.867  0.38
H: 0.383 1.057 3.007  0.40
H: 2.412 1.288 2.187  0.29
H: 2.882 1.434 0.368  0.31
H: 3.697 0.291 1.302  0.39
H: -2.149 0.776 -2.934  0.35
H: -2.931 -0.830 -3.184  0.36
H: -1.488 -0.651 -3.691  0.48


Entry 3:
Molecular formula: C2H4O2S
Method: DFT, wB97M-V/def2-TZVPD

Output
Structure (SMILES) = O=C(O)CS
HOMO level = -9.323 eV
Gap between HOMO and LUMO = 0.35183 Ha
Energy = -627.200489 Ha
ΔE to the lowest compared entry with this formula, charge and spin = 219.61 kJ/mol

Last column: Mulliken charge in e.
Atoms and positions in Å:
O: -0.974 -0.513 1.130  -0.50
C: -0.617 -0.538 0.026  0.59
O: -1.146 -1.113 -0.999  -0.41
C: 0.378 0.462 -0.305  -0.55
S: 1.500 0.957 1.240  -0.25
H: -0.457 -1.053 -1.670  0.31
H: 1.139 0.198 -1.335  0.34
H: -0.512 1.300 -0.361  0.28
H: 0.689 0.300 2.274  0.21


Entry 4:
Molecular formula: C3H5F3NO2
Method: DFT, wB97M-V/def2-TZVPD

Output
HOMO level (spin up / spin down) = -3.860 / -2.026 eV
Net charge = -1
Gap between HOMO and LUMO (spin up / spin down) = 0.29538 / 0.22937 Ha
Energy = -622.030970 Ha
ΔE to the lowest compared entry with this formula, charge and spin = 169.44 kJ/mol

Last column: Mulliken charge in e.
Atoms and positions in Å:
C: 0.057 -1.466 -1.644  -0.60
C: 0.063 1.319 0.280  -0.77
C: -0.954 1.241 1.389  1.08
N: 0.335 -1.451 -0.215  -0.39
O: 1.554 -1.101 0.255  -0.35
O: 1.283 1.283 0.458  -0.63
F: -0.610 0.503 2.482  -0.30
F: -1.204 2.519 1.903  -0.31
F: -2.119 0.711 1.000  -0.30
H: -0.930 -1.539 -1.851  0.24
H: 0.528 -0.502 -2.071  0.25
H: 0.574 -2.392 -1.933  0.27
H: -0.326 0.992 -0.628  0.40
H: 1.748 -0.118 0.576  0.41


Entry 5:
Molecular formula: F2N2O2
Method: DFT, wB97M-V/def2-TZVPD

Output
<S²> = 2.008
HOMO level (spin up / spin down) = -9.686 / -12.179 eV
Gap between HOMO and LUMO (spin up / spin down) = 0.34237 / 0.34814 Ha
Energy = -459.390520 Ha
Spin multiplicity = 3
ΔE to the lowest compared entry with this formula, charge and spin = 112.09 kJ/mol

Last column: Löwdin spin population.
Atoms and positions in Å:
N: -1.565 -0.010 -0.074  0.41
N: 1.331 0.641 -0.092  0.78
O: -0.485 0.299 -0.629  0.33
O: -1.814 -0.250 1.037  0.28
F: 1.203 -0.186 0.980  0.10
F: 2.011 -0.143 -0.993  0.10


Entry 6:
Molecular formula: C4H6O2
Method: DFT, wB97M-V/def2-TZVPD

Output
HOMO level = -9.024 eV
Gap between HOMO and LUMO = 0.36285 Ha
Energy = -306.389209 Ha
ΔE to the lowest compared entry with this formula, charge and spin = 307.41 kJ/mol

Last column: Mulliken charge in e.
Atoms and positions in Å:
C: 1.517 0.362 0.167  -1.14
C: 0.420 -0.675 -0.113  0.41
O: -0.671 -0.684 0.814  -0.40
C: -1.657 0.103 0.263  -0.18
O: -1.313 0.240 -1.160  -0.15
C: -0.146 -0.242 -1.450  -0.28
H: 2.162 0.072 0.993  0.32
H: 1.087 1.348 0.387  0.28
H: 0.836 -1.689 -0.145  0.27
H: -2.632 -0.385 0.322  0.24
H: -1.690 1.120 0.669  0.26
H: 2.086 0.429 -0.749  0.37